(1)
The following is a quantum chemistry calculation of a molecular structure, C24H48IrNO2P2Si2 at a distorted geometry, from the OMol25 dataset.

Each line ends with the Löwdin charge.
Cartesian coordinates (Å):
C -4.189 0.858 -1.494  -0.0733
C -2.820 1.031 -1.361  -0.3691
N -2.214 0.749 -0.195  -0.1072
C -2.944 0.448 0.906  -0.3915
C -4.320 0.264 0.822  -0.0820
C -4.941 0.457 -0.400  -0.1436
C -1.986 1.436 -2.544  -0.2543
P -0.253 0.852 -2.308  0.7603
Ir -0.043 0.820 -0.003  1.0326
P -0.621 1.066 2.187  0.7233
C -2.212 0.151 2.190  -0.2681
C 1.893 1.514 -0.006  -0.3969
C 2.844 0.752 -0.687  -0.1958
C 4.205 1.061 -0.553  -0.1011
C 4.600 2.240 0.084  -0.0915
C 3.628 3.079 0.638  -0.1286
C 2.280 2.710 0.604  -0.1810
O -1.761 4.210 -2.960  -0.0964
O 0.461 4.487 -1.474  -0.1030
H -4.609 0.935 -2.497  0.1101
H -4.839 -0.044 1.725  0.1118
H -6.003 0.271 -0.503  0.0871
C -0.140 -0.780 -3.099  -0.2384
C 0.732 1.896 -3.396  -0.2215
H -2.789 0.469 3.067  0.0978
H -2.027 -0.932 2.286  0.0536
H -1.979 2.547 -2.748  0.0556
H -2.356 0.935 -3.454  0.0996
C 0.417 0.250 3.395  -0.2435
C -1.020 2.667 2.926  -0.2289
H 2.548 -0.107 -1.300  0.0680
H 4.956 0.368 -0.953  0.1090
H 5.658 2.507 0.155  0.1074
H 3.920 4.017 1.114  0.0927
H 1.538 3.361 1.064  0.0752
H 0.263 3.780 -0.817  -0.0141
H 1.443 4.565 -1.496  0.0853
H -0.920 4.466 -2.494  0.0132
H -2.464 4.809 -2.653  0.0698
H -0.229 2.443 -0.095  -0.0280
H -0.433 -0.678 -4.153  0.0594
H 0.905 -1.114 -3.032  0.0513
H -0.773 -1.524 -2.600  0.0080
H 0.359 1.746 -4.418  0.0626
H 0.652 2.947 -3.093  0.0243
H 1.778 1.577 -3.318  0.0481
H -1.404 2.490 3.940  0.0538
H -0.104 3.271 2.973  0.0440
H -1.768 3.201 2.330  0.0576
H -0.067 0.291 4.379  0.0620
H 0.606 -0.788 3.101  0.0132
H 1.370 0.790 3.423  0.0519
C -1.679 -3.420 1.675  -0.1777
Si -0.991 -2.676 0.078  0.4474
C -0.231 -4.097 -0.933  -0.1890
C -2.606 -2.383 -0.860  -0.1715
C 0.382 -1.303 0.175  -0.5118
Si 1.925 -2.082 1.081  0.4342
C 3.026 -2.815 -0.275  -0.1768
C 3.128 -1.065 2.109  -0.1791
C 1.559 -3.507 2.271  -0.2046
H -2.237 -4.321 1.368  0.0456
H -2.412 -2.774 2.176  0.0200
H -0.946 -3.738 2.422  0.0039
H -1.026 -4.847 -1.080  0.0338
H 0.096 -3.766 -1.934  0.0330
H 0.608 -4.623 -0.461  0.0145
H -3.335 -1.794 -0.295  0.0178
H -2.497 -1.940 -1.859  0.0217
H -3.057 -3.382 -0.993  0.0448
H 0.794 -1.279 -0.857  -0.0742
H 3.490 -2.042 -0.903  0.0176
H 3.853 -3.358 0.210  0.0363
H 2.511 -3.517 -0.943  0.0178
H 3.392 -0.101 1.667  0.0147
H 2.789 -0.894 3.137  0.0168
H 4.059 -1.652 2.195  0.0463
H 0.996 -3.193 3.163  0.0271
H 1.053 -4.375 1.827  0.0214
H 2.532 -3.876 2.634  0.0396

Properties
Largest force on an atom = 5.236 eV Å⁻¹
Kohn-Sham gap (alpha / beta) = 4.63 / 5.56 eV
Electronic energy = -68420.092 eV
HOMO energy (alpha / beta) = -4.22 / -8.30 eV
Multiplicity = 5
Total charge = 0
E_LUMO (alpha / beta) = 0.41 / -2.74 eV



(2)
The following is a quantum chemistry calculation of a molecular structure, C46H47ClN5O3P2RuS2SbSe4 at a distorted geometry, from the OMol25 dataset.

Each line ends with the Löwdin charge.
Cartesian coordinates (Å):
Ru -0.530 0.521 1.093  0.5063
S -0.181 2.297 -0.471  0.3268
P -1.642 2.620 0.934  0.3159
C -1.880 1.876 2.467  -0.4342
P -0.367 1.803 3.280  0.3590
S 1.311 1.234 2.391  0.3515
C 0.028 3.374 4.125  -0.3108
C -0.725 3.752 5.232  -0.0744
C -0.500 4.980 5.820  -0.0963
C 0.465 5.833 5.304  -0.1079
C 1.213 5.457 4.203  -0.0996
C 0.993 4.230 3.611  -0.1156
C -0.694 0.699 4.674  -0.3525
C 0.322 -0.060 5.240  -0.1017
C 0.025 -0.946 6.256  -0.0990
C -1.278 -1.074 6.705  -0.1003
C -2.283 -0.288 6.164  -0.0865
C -1.998 0.604 5.149  -0.1278
C -3.198 2.519 0.044  -0.4004
C -4.207 1.637 0.429  -0.1207
C -5.303 1.470 -0.398  -0.1458
C -5.393 2.185 -1.585  -0.1452
C -4.394 3.072 -1.953  -0.0888
C -3.287 3.238 -1.144  -0.1114
C -1.452 4.401 1.225  -0.3458
C -2.350 4.922 2.150  -0.0871
C -2.215 6.225 2.573  -0.0893
C -1.168 7.003 2.101  -0.1091
C -0.267 6.482 1.192  -0.1056
C -0.411 5.181 0.748  -0.1259
H -1.475 3.080 5.633  0.0990
H -1.074 5.272 6.691  0.0956
H 0.626 6.798 5.762  0.0917
H 1.976 6.115 3.810  0.1006
H 1.589 3.938 2.752  0.0757
H 1.343 0.026 4.881  0.0747
H 0.815 -1.546 6.687  0.0930
H -1.512 -1.795 7.479  0.0910
H -3.299 -0.391 6.514  0.1013
H -2.787 1.194 4.697  0.0933
H -4.097 1.055 1.345  0.0904
H -6.065 0.739 -0.164  0.0870
H -6.221 1.989 -2.250  0.0854
H -4.456 3.611 -2.887  0.0956
H -2.463 3.890 -1.423  0.0929
H -3.146 4.288 2.532  0.1126
H -2.925 6.636 3.278  0.0983
H -1.058 8.017 2.457  0.0927
H 0.557 7.077 0.820  0.0972
H 0.286 4.778 0.021  0.0545
Se -3.316 -4.031 -1.184  -0.1593
Sb -2.840 -1.721 -1.835  -0.2993
Se -1.697 -0.331 -0.294  0.4026
Se -5.066 -1.102 -2.617  -0.1381
Se -1.692 -2.184 -3.938  -0.1199
C -4.804 -3.185 3.123  -0.0313
N -3.450 -2.828 2.778  -0.0456
C -2.639 -3.735 2.199  -0.1278
C -1.363 -3.441 1.870  -0.0365
C -0.954 -2.085 2.027  -0.5867
O 0.145 -1.655 1.562  -0.1736
N -1.795 -1.182 2.569  0.1088
C -3.049 -1.490 2.952  -0.5182
O -3.833 -0.682 3.416  0.0144
H -4.806 -3.786 4.036  0.0860
H -5.270 -3.739 2.309  0.0897
H -5.343 -2.258 3.313  0.0821
H -3.084 -4.692 1.957  0.1038
H -0.717 -4.136 1.363  0.1033
C 4.123 -2.901 -6.733  -0.0511
C 3.277 -1.740 -6.195  -0.5121
C 4.151 -0.470 -6.223  -0.0518
C 2.068 -1.540 -7.109  -0.0398
C 2.862 -2.051 -4.707  -0.4191
O 4.089 -2.239 -4.021  -0.0319
C 1.957 -3.305 -4.626  -0.1164
C 1.615 -3.818 -3.221  -0.1382
C 2.794 -4.080 -2.337  -0.2197
C 3.932 -4.727 -2.811  -0.0419
C 5.058 -4.869 -2.023  -0.1137
C 5.039 -4.386 -0.726  -0.6790
Cl 6.481 -4.492 0.248  0.6130
C 3.896 -3.817 -0.198  -0.1037
C 2.783 -3.670 -1.009  -0.0308
C 2.076 -0.842 -4.135  -0.0444
N 2.103 -0.734 -2.703  -0.0877
C 1.053 -0.544 -1.915  -0.2234
N 1.434 -0.333 -0.670  0.0208
C 2.773 -0.393 -0.747  -0.2044
N 3.219 -0.622 -1.961  0.1011
H 4.555 -2.630 -7.694  0.0764
H 3.515 -3.788 -6.877  0.0708
H 4.924 -3.125 -6.036  0.0854
H 4.860 -0.510 -7.047  0.0738
H 4.726 -0.381 -5.305  0.0844
H 3.543 0.422 -6.353  0.0745
H 2.419 -1.182 -8.075  0.0836
H 1.373 -0.813 -6.705  0.0838
H 1.527 -2.468 -7.254  0.0816
H 4.012 -1.866 -3.127  0.0610
H 2.446 -4.107 -5.172  0.0972
H 0.994 -3.078 -5.095  0.0787
H 1.050 -4.743 -3.356  0.1297
H 0.924 -3.132 -2.736  0.0622
H 3.958 -5.094 -3.824  0.1129
H 5.950 -5.335 -2.415  0.0966
H 3.882 -3.475 0.826  0.1060
H 1.894 -3.215 -0.597  0.1151
H 1.025 -0.940 -4.432  0.0882
H 2.500 0.089 -4.517  0.1276
H 0.046 -0.552 -2.291  0.0183
H 3.419 -0.250 0.096  0.1114

Properties
Largest force on an atom = 7.500 eV Å⁻¹
Kohn-Sham gap (alpha / beta) = 4.96 / 4.32 eV
Electronic energy = -385333.392 eV
HOMO energy (alpha / beta) = -1.79 / -1.71 eV
Multiplicity = 5
Total charge = -2
E_LUMO (alpha / beta) = 3.17 / 2.61 eV



(3)
The following is a quantum chemistry calculation of a single C4H5F2N molecule at a distorted geometry, from the OMol25 dataset.

Each line ends with the Löwdin charge.
Cartesian coordinates (Å):
C -1.480 0.307 -1.116  0.0406
C -1.087 -0.641 -0.303  -0.1335
C 0.116 -0.481 0.510  -0.3518
C 1.096 0.680 0.217  -0.3514
N 0.393 -1.314 1.404  0.1528
F 1.185 0.744 -1.147  0.0311
F 2.331 0.464 0.685  0.0684
H -2.382 0.127 -1.627  0.0488
H -0.812 1.243 -1.238  0.1068
H -1.541 -1.571 0.109  0.1246
H 0.799 1.618 0.662  0.1553
H 1.382 -1.177 1.844  0.1083

Properties
Largest force on an atom = 2.778 eV Å⁻¹
Energy above the lowest of the compared OMol25 structures with the same formula, charge and spin = 23.8 kcal per mole
Kohn-Sham gap = 10.77 eV
Electronic energy = -11152.448 eV
HOMO energy = -10.24 eV
Multiplicity = 1
Total charge = 0
E_LUMO = 0.53 eV
SMILES = [H]/N=C(/C=C)C(F)F



(4)
The following is a quantum chemistry calculation of a gas-phase ion, C6H10ClN2 (charge +1) at a distorted geometry, from the OMol25 dataset.

Each line ends with the Löwdin charge.
Cartesian coordinates (Å):
C -2.553 -1.126 0.034  -0.0552
C -1.633 -2.127 0.194  -0.0253
C -0.617 -0.186 0.101  -0.1842
C 1.745 0.201 -0.958  -0.1207
C 1.251 1.522 1.076  -0.0692
C 0.665 0.986 -0.256  -0.2519
N -1.900 0.088 -0.078  -0.3999
N -0.456 -1.503 0.172  0.1106
Cl -2.681 1.601 -0.349  0.8360
H -3.546 -1.291 -0.252  0.1170
H -1.613 -3.157 0.071  0.1254
H 1.374 -0.582 -1.819  0.1363
H 2.594 -0.285 -0.317  0.1159
H 2.431 0.970 -1.496  0.1143
H 1.863 0.813 1.644  0.0905
H 0.640 2.039 1.716  0.0478
H 1.994 2.281 0.805  0.0974
H -0.060 1.721 -0.602  0.0876
H 0.502 -1.965 0.315  0.2278

Properties
Largest force on an atom = 5.576 eV Å⁻¹
Energy above the lowest of the compared OMol25 structures with the same formula, charge and spin = 68.6 kcal per mole
Kohn-Sham gap = 10.04 eV
Electronic energy = -21877.506 eV
HOMO energy = -14.14 eV
Multiplicity = 1
Total charge = +1
E_LUMO = -4.09 eV
SMILES = CC(C)c1[nH+]ccn1Cl



(5)
The following is a quantum chemistry calculation of a molecular structure, C12H8N2O4Yb at a distorted geometry, from the OMol25 dataset.

Each line ends with the Löwdin charge.
Cartesian coordinates (Å):
Yb 0.013 -0.705 -0.172  1.1215
C -0.002 0.974 1.717  -0.0566
O 0.012 1.859 2.471  0.2087
C -0.016 1.771 -0.654  -0.0645
O -0.018 2.929 -0.677  0.1930
C -2.363 0.090 0.013  0.0000
O -3.448 0.466 0.142  0.1926
C 2.392 0.017 0.078  0.0032
O 3.478 0.389 0.158  0.1993
C -0.007 -1.626 -4.786  0.2302
H 0.921 -2.189 -4.684  0.1311
H -0.932 -2.189 -4.661  0.1306
C -0.010 -0.328 -5.100  0.2436
H -0.937 0.229 -5.242  0.1341
H 0.914 0.227 -5.266  0.1345
N 3.046 -0.605 5.167  0.2397
C 2.074 -0.889 4.574  -0.1242
C 0.892 -1.332 3.849  -0.1799
C -0.380 -1.339 4.413  0.0558
C -1.448 -1.727 3.624  0.0189
C -1.254 -1.978 2.272  -0.1366
N -0.022 -1.935 1.725  -0.1405
C 1.057 -1.750 2.523  -0.0987
H -0.485 -1.101 5.481  0.1653
H -2.455 -1.688 4.019  0.1405
H -2.095 -2.227 1.628  0.1200
H 2.055 -1.945 2.111  0.1383

Properties
Largest force on an atom = 6.285 eV Å⁻¹
Kohn-Sham gap (alpha / beta) = 7.47 / 3.09 eV
Electronic energy = -55238.740 eV
HOMO energy (alpha / beta) = -19.02 / -19.02 eV
Multiplicity = 2
Total charge = +3
E_LUMO (alpha / beta) = -11.56 / -15.93 eV